{
  "formula": "C40H52N4O6PS2",
  "method": "ωB97M-V/def2-TZVPD",
  "spin_multiplicity": 1,
  "homo_lumo_gap_ev": 6.43,
  "charge": 1,
  "elements": ["C", "C", "C", "C", "C", "C", "P", "O", "O", "O", "C", "N", "C", "O", "O", "C", "C", "C", "C", "S", "C", "S", "N", "C", "C", "C", "C", "C", "C", "C", "C", "C", "C", "C", "C", "O", "C", "C", "C", "C", "C", "C", "C", "H", "H", "H", "H", "H", "H", "H", "H", "H", "H", "H", "H", "H", "H", "H", "H", "H", "H", "H", "H", "H", "H", "H", "H", "H", "H", "H", "H", "H", "H", "H", "H", "H", "H", "H", "H", "H", "H", "H", "H", "H", "H", "N", "C", "C", "C", "C", "H", "H", "H", "H", "H", "N", "C", "C", "C", "C", "H", "H", "H", "H", "H"],
  "positions_angstrom": [[1.02120, 4.81375, 0.38198], [1.62568, 3.83825, -0.77958], [1.39434, 2.31351, -0.23933], [2.77246, 1.70295, 0.30318], [3.12072, 0.13981, 0.05673], [1.94434, -0.91805, -0.18943], [2.78640, -2.56109, -0.66447], [4.26273, -2.38061, -1.08380], [1.99533, -3.32720, -1.96547], [2.78408, -3.66936, 0.63851], [4.09649, -0.31318, 1.29294], [4.40737, 1.02065, 1.91837], [5.26391, 1.10581, 3.14906], [6.48701, 1.81653, 2.74827], [7.35227, 0.96435, 2.14645], [3.06362, 1.74289, 1.91041], [1.91740, 1.10906, 2.87574], [0.74570, 2.14479, 3.23127], [-0.73283, 1.52645, 3.20134], [-1.10177, 0.48106, 1.71225], [-2.65117, 1.09283, 0.85633], [-2.46404, 2.21616, -0.36503], [-3.91509, 0.49402, 1.31973], [-3.99799, -0.91247, 0.87845], [-3.38012, -1.45994, -0.46025], [-3.55840, -2.97411, -0.84477], [-4.33456, -3.95493, 0.10650], [-4.95390, -3.43317, 1.43222], [-4.76833, -1.91756, 1.78222], [-5.10387, 1.28644, 0.95088], [-6.29803, 0.73419, 0.09036], [-7.56269, 1.60139, -0.23652], [-7.70495, 3.08344, 0.23975], [-6.51940, 3.64295, 1.08926], [-5.28550, 2.77245, 1.44331], [0.86301, 4.11301, -1.97493], [1.73433, 4.04638, -3.15384], [1.82397, 2.46446, -3.51723], [0.42816, 1.76355, -3.71755], [0.37134, 0.23229, -4.02491], [1.73839, -0.51762, -4.10785], [3.12151, 0.17284, -3.92430], [3.17382, 1.71786, -3.61471], [-0.05619, 4.46139, 0.55190], [1.66690, 4.67879, 1.32160], [1.00772, 5.90718, 0.02629], [2.73217, 4.11682, -0.86120], [1.01504, 1.61749, -1.07168], [0.55943, 2.38901, 0.53193], [3.59358, 2.23801, -0.30706], [3.81012, 0.12896, -0.86998], [1.32283, -1.15163, 0.74470], [1.20089, -0.58774, -0.99844], [2.69699, -3.82286, -2.45906], [3.47055, -4.35939, 0.44899], [3.55869, -1.00876, 2.02955], [5.09467, -0.77270, 0.94395], [4.96101, 1.49833, 1.18191], [5.63155, 0.07961, 3.52004], [4.78556, 1.73898, 3.96544], [7.30408, 1.02833, 1.16121], [3.31188, 2.79233, 2.32369], [2.47034, 0.88971, 3.87193], [1.56667, 0.09372, 2.48968], [0.93668, 2.54178, 4.30158], [0.76316, 3.08703, 2.56413], [-0.84533, 0.84770, 4.12991], [-1.47669, 2.40990, 3.27056], [-2.80637, -0.76466, -1.17896], [-3.11443, -3.33374, -1.84079], [-4.49216, -5.04750, -0.17109], [-5.54584, -4.09875, 2.16183], [-5.26927, -1.57509, 2.76252], [-6.29749, -0.32145, -0.33114], [-8.43530, 1.16221, -0.84103], [-8.63398, 3.67144, -0.04598], [-6.57399, 4.73024, 1.46269], [-4.44360, 3.22290, 2.06777], [1.23724, 4.61151, -4.00986], [2.76077, 4.50940, -2.96656], [-0.55659, 2.35213, -3.61755], [-0.64773, -0.25136, -4.16225], [1.69340, -1.65240, -4.30276], [4.11911, -0.37070, -3.98376], [4.13965, 2.29567, -3.43988], [8.80947, -2.04160, -4.61381], [7.80324, -2.63370, -3.89816], [6.77372, -1.73126, -3.78839], [7.17176, -0.55282, -4.46825], [8.43113, -0.77508, -4.96964], [9.69093, -2.47153, -4.84360], [7.90704, -3.64260, -3.52866], [5.83688, -1.90079, -3.27620], [6.59990, 0.35730, -4.57931], [9.08903, -0.14257, -5.54621], [-8.22670, -5.70606, 2.96037], [-9.22978, -6.30926, 3.67143], [-10.26563, -5.41465, 3.78493], [-9.87602, -4.22964, 3.11274], [-8.61486, -4.43914, 2.61146], [-7.34236, -6.12844, 2.72939], [-9.11942, -7.31951, 4.03535], [-11.20093, -5.59375, 4.29428], [-10.45470, -3.32386, 3.00683], [-7.96134, -3.79774, 2.03916]],
  "forces_ev_per_angstrom": [[0.148, -0.539, -1.009], [-1.203, 0.393, 1.930], [0.374, 0.035, -0.420], [-0.140, -0.659, 0.860], [1.022, -0.674, -0.883], [-0.446, -0.527, 0.530], [3.377, -2.010, -1.870], [-3.227, 0.050, 1.058], [1.123, 0.983, 2.071], [-0.308, 1.567, -1.921], [-0.153, -0.969, -0.966], [-0.707, -0.364, -0.068], [2.139, -0.230, 0.711], [-3.062, 1.308, 1.115], [1.621, -2.250, -1.237], [-0.977, 2.171, -0.328], [1.459, -0.091, 0.473], [-0.140, 0.628, -0.127], [-0.189, 0.748, 1.343], [-0.574, -0.109, -0.115], [-0.099, 0.949, -0.149], [-0.373, -1.402, 1.677], [0.472, 0.514, -2.362], [-0.499, -4.779, -0.642], [-1.743, -2.173, 1.994], [-1.415, 1.428, 3.282], [0.176, 3.515, 0.887], [2.139, 2.948, -2.576], [0.823, -1.414, -2.091], [-4.682, 2.773, -1.229], [-0.235, 2.944, 1.027], [2.277, 1.954, 1.948], [3.760, -3.166, 0.832], [-0.005, -3.002, -1.109], [-2.031, -1.366, -1.670], [2.282, 0.368, -0.129], [-0.418, -1.738, -0.470], [-0.060, -1.922, -0.712], [2.940, -2.559, -0.372], [3.811, 3.077, 0.892], [0.108, 2.279, 0.499], [-3.161, 2.479, 0.527], [-4.231, -1.965, -0.418], [1.504, 0.640, -0.024], [-1.056, 0.362, -1.243], [0.154, -1.705, 0.646], [-1.354, -0.591, -0.353], [0.571, 1.311, 1.105], [1.311, -0.502, -0.981], [-1.011, -0.518, 1.350], [-1.352, -0.276, 1.296], [0.852, 0.518, -1.188], [1.298, -0.573, 0.962], [-0.617, 0.641, 0.566], [-0.684, 0.916, 0.074], [0.940, 1.143, -0.929], [-1.813, 0.497, 0.493], [-0.328, 0.003, 0.628], [-1.076, 1.443, -0.627], [0.570, -0.878, -1.256], [-0.294, 0.511, 0.833], [-0.544, -1.441, -0.787], [-0.887, 0.165, -1.519], [0.246, 1.582, 0.375], [-0.417, -0.706, -1.686], [0.117, -1.683, 0.874], [-0.044, 1.141, -1.528], [1.120, -1.595, -0.067], [-1.090, -1.226, 1.372], [-0.817, 0.552, 1.829], [0.385, 1.739, 0.297], [1.161, 1.179, -1.417], [1.036, -0.319, -1.823], [0.171, 1.581, 0.769], [1.714, 0.560, 1.026], [1.547, -0.763, 0.578], [0.232, -2.017, -0.597], [-1.395, -0.617, -0.971], [0.501, -0.781, 1.285], [-1.311, -0.689, -0.138], [1.918, -0.907, -0.161], [1.736, 0.485, 0.147], [0.246, 2.084, 0.317], [-1.734, 0.517, 0.002], [-1.422, -1.013, -0.377], [-0.148, 0.069, 0.008], [0.029, -0.045, 0.050], [-0.054, -0.220, 0.099], [0.168, 0.133, -0.106], [0.090, 0.064, -0.013], [-0.171, 0.077, 0.019], [-0.042, 0.108, -0.024], [0.103, -0.049, 0.035], [0.071, -0.066, -0.045], [-0.093, -0.045, 0.058], [-0.035, 0.020, -0.015], [-0.032, -0.046, 0.080], [0.060, -0.254, 0.063], [0.172, 0.147, -0.135], [0.028, 0.107, -0.003], [-0.209, 0.032, 0.033], [-0.041, 0.109, -0.020], [0.099, 0.004, -0.057], [0.066, -0.090, 0.000], [-0.113, -0.027, 0.031]],
  "mulliken_charge": [-1.11, -0.17, 1.60, -0.22, -0.22, 0.11, 0.87, -0.58, -0.51, -0.55, -1.03, 0.42, -0.22, -0.25, -0.34, -0.72, -0.49, -0.22, -0.88, 0.08, -0.28, 0.00, 0.15, -0.02, 0.00, -0.59, -0.48, -0.44, -0.33, 0.37, -0.10, -0.54, -0.47, -0.44, -0.18, -0.36, -0.63, 0.46, -0.35, -0.56, -0.33, -0.02, -0.37, 0.20, 0.20, 0.41, 0.40, -0.53, -0.90, 0.33, 0.13, 0.19, 0.14, 0.35, 0.35, 0.33, 0.33, 0.43, 0.34, 0.29, 0.33, 0.50, 0.45, 0.28, 0.47, -0.10, 0.38, 0.35, 0.29, 0.33, 0.32, 0.45, 0.29, 0.29, 0.30, 0.34, 0.30, 0.27, 0.31, 0.31, 0.33, 0.38, 0.28, 0.12, 0.38, 0.05, -0.89, 0.19, -0.26, -0.71, 0.19, 0.38, 0.29, 0.39, 0.38, 0.04, -0.49, -0.40, -0.49, -0.41, 0.20, 0.37, 0.39, 0.38, 0.42]
}